# C3H7BO2S

One molecule with the formula C3H7BO2S (ωB97M-V/def2-TZVPD, the Open Molecules 2025 dataset).

Last column: Mulliken charge in e.
Cartesian coordinates (Å):
S1 -2.1267 -0.1039 0.8859  -0.04
O1 3.0997 1.1899 0.8675  -0.46
O2 2.0465 -0.0120 -0.9286  -0.49
C1 -2.9714 -0.8365 -0.5938  -0.87
C2 -0.5487 0.1344 0.2654  -0.17
C3 0.7965 0.1836 1.1952  -0.39
B1 2.1345 0.4337 0.3607  0.43
H1 -0.2741 0.4780 -0.7863  0.23
H2 -3.9691 -0.8345 -0.2927  0.33
H3 3.8427 1.4016 0.2072  0.29
H4 -2.9850 -0.0272 -1.3605  0.29
H5 0.6827 -0.1960 2.2620  0.27
H6 2.7400 -0.0082 -1.4784  0.26
H7 -2.4676 -1.8028 -0.6035  0.32

Forces on atoms 1 to 2 (eV/Å):
-0.1 0.2 -0.2
3.3 1.2 -0.9

For the LUMO energy (spin up / spin down), the calculation gives 0.31 / 0.31 eV. The value obtained for the HOMO energy (spin up / spin down) is -7.5 / -7.5 eV. Its total energy is -692.01987 Eh. For the molar mass, the calculation gives 117.966 g mol⁻¹. As for the multiplicity: 1. Its SMILES is CS/C=C/B(O)O.